# 1
A structure of composition C24H14Cl2FN4O12V at a distorted geometry, computed with the ωB97M-V functional and the def2-TZVPD basis.

2S+1	3
total charge	-2
orbital gap (spin up / spin down)	6.12 / 6.60	eV
strongest force on any atom	0.0595	hartree/bohr
molar mass	691.24	g/mol
energy relative to the best compared isomer or geometry (same formula, charge and spin)	163.02	kJ/mol

```
58
Properties=species:S:1:pos:R:3:forces:R:3:nbo_charge:R:1
V -1.941 -0.428 0.313 -0.28 -1.23 0.80 1.274
O -0.822 5.377 1.318 0.02 0.09 -0.06 -0.664
C -1.160 4.065 1.191 -0.12 -0.32 -0.03 0.346
C -1.038 3.165 2.245 0.09 0.04 0.04 -0.320
C -1.372 1.846 2.019 -0.04 -0.12 -0.03 0.142
N -1.783 1.416 0.829 0.24 2.98 0.66 -0.482
C -1.993 2.298 -0.153 -0.19 -0.13 0.01 0.180
C -1.689 3.632 -0.021 0.07 0.22 -0.02 -0.278
C -2.726 1.640 -1.316 -0.21 0.39 -0.27 0.774
O -3.116 2.307 -2.261 0.18 -0.03 0.15 -0.647
O -2.939 0.394 -1.090 -0.40 0.40 -1.12 -0.685
C -1.369 0.743 3.067 -0.02 -0.30 0.21 0.738
O -1.027 1.014 4.223 0.00 0.11 -0.13 -0.707
O -1.736 -0.374 2.589 0.32 0.46 0.11 -0.689
H -0.389 5.499 2.168 0.00 0.00 0.06 0.476
H -0.696 3.448 3.234 -0.02 0.02 0.00 0.232
H -1.857 4.324 -0.834 -0.04 -0.08 -0.05 0.244
Cl -2.283 -4.907 -1.874 -0.12 -0.05 -0.06 -0.025
C -0.951 -4.223 -1.000 -0.08 0.21 0.11 -0.170
C 0.226 -4.958 -0.883 0.26 0.23 0.18 -0.195
C 1.318 -4.437 -0.231 -0.13 -0.27 -0.21 -0.126
Cl 2.783 -5.388 -0.130 0.14 -0.07 0.01 -0.067
C 1.281 -3.154 0.351 -0.19 0.17 0.09 -0.039
C 2.348 -2.499 0.992 -0.17 0.15 0.00 -0.161
C 2.139 -1.240 1.504 0.27 -0.18 0.00 -0.273
C 0.886 -0.637 1.401 -0.28 -0.05 0.02 0.095
N -0.137 -1.223 0.802 1.97 -0.60 0.00 -0.430
C 0.059 -2.443 0.265 0.20 -0.43 -0.09 0.101
C -1.086 -2.936 -0.459 -0.07 -0.35 -0.14 0.468
O -2.101 -2.186 -0.543 0.16 -1.08 -0.76 -0.665
H 0.277 -5.943 -1.324 0.02 -0.01 0.00 0.223
H 3.315 -2.980 1.060 0.01 -0.01 0.03 0.217
H 2.943 -0.704 1.993 -0.03 0.01 0.03 0.212
H 0.725 0.344 1.824 -0.04 0.03 -0.06 0.212
F 3.737 3.234 0.534 -0.02 0.08 -0.09 -0.320
C 3.586 2.782 -0.732 -0.17 -0.38 0.37 0.170
C 3.027 1.574 -0.946 0.36 0.34 -0.18 0.082
N 2.924 1.021 -2.191 -0.11 0.11 0.04 -0.403
C 2.137 -0.200 -2.357 -0.75 -0.16 0.21 -0.353
C 0.628 -0.060 -1.859 0.78 0.29 -0.43 0.774
O -0.109 -0.984 -2.207 0.18 0.06 0.04 -0.701
O 0.387 0.946 -1.152 -0.10 -0.07 0.12 -0.775
C 3.349 1.714 -3.306 -0.17 -0.30 -0.09 0.790
O 3.291 1.280 -4.442 0.04 0.14 0.10 -0.644
N 3.871 2.963 -3.038 0.05 0.17 0.18 -0.626
C 4.041 3.610 -1.808 0.09 0.03 -0.47 0.593
O 4.541 4.721 -1.762 -0.04 -0.08 0.15 -0.626
H 2.699 0.969 -0.119 -0.18 -0.09 0.04 0.246
H 2.584 -1.012 -1.778 0.08 0.03 -0.02 0.207
H 2.137 -0.472 -3.405 0.06 0.02 -0.03 0.251
H 4.153 3.490 -3.848 0.03 0.00 -0.05 0.419
C -4.622 -3.019 2.149 0.12 0.30 -0.07 -0.264
O -3.487 -2.344 1.616 -0.39 -0.67 0.48 -0.547
C -3.619 -1.059 1.196 -1.30 0.48 -0.08 0.558
O -4.649 -0.426 1.349 -0.02 -0.41 0.21 -0.676
H -4.343 -3.456 3.108 -0.01 -0.01 0.02 0.166
H -4.907 -3.811 1.452 -0.03 -0.03 0.02 0.167
H -5.448 -2.319 2.275 -0.03 -0.03 0.03 0.202
```
Forces are in eV/Å.

---

# 2
A structure of composition CH3O3 at a distorted geometry, computed with the ωB97M-V functional and the def2-TZVPD basis.

2S+1	1
total charge	+1
orbital gap (spin up / spin down)	9.95 / 9.98	eV
strongest force on any atom	0.0821	hartree/bohr
molar mass	63.03	g/mol
energy relative to the best compared isomer or geometry (same formula, charge and spin)	520.23	kJ/mol

```
7
Properties=species:S:1:pos:R:3:forces:R:3:nbo_charge:R:1
C 1.173 0.113 0.005 -3.66 -1.21 1.73 -0.034
O -2.634 -0.190 -0.007 -0.56 0.11 0.00 0.121
O -0.579 -0.500 -0.227 1.09 0.20 0.26 -0.153
O -1.566 0.304 0.131 0.86 -0.25 -0.04 0.376
H 1.192 0.305 -1.001 0.91 1.10 -2.22 0.226
H 0.930 0.822 0.777 0.67 0.59 -0.03 0.231
H 1.484 -0.854 0.322 0.70 -0.54 0.29 0.235
```
Forces are in eV/Å.

---

# 3
The molecule C18H32N2O6, computed with the ωB97M-V functional and the def2-TZVPD basis.

2S+1	1
total charge	0
orbital gap	9.63	eV
strongest force on any atom	0.0065	hartree/bohr
molar mass	372.46	g/mol
SMILES string	CCOC(=O)CNC(=O)[C@@H]1CCCN(C(=O)[C@@H](O)[C@@H](OC)C(C)C)CC1
energy relative to the best compared isomer or geometry (same formula, charge and spin)	4.10	kJ/mol

```
58
Properties=species:S:1:pos:R:3:forces:R:3:nbo_charge:R:1
C -3.474 5.050 4.661 0.00 0.00 0.00 -0.627
C -3.037 5.846 3.458 0.00 0.00 0.00 -0.071
O -2.711 4.904 2.411 0.00 0.00 0.00 -0.530
C -2.298 5.445 1.255 -0.01 0.01 -0.01 0.793
O -2.194 6.626 1.067 0.00 0.00 0.01 -0.581
C -1.983 4.414 0.198 0.01 0.00 0.00 -0.324
N -2.129 3.054 0.658 0.00 0.01 0.00 -0.618
C -1.840 2.015 -0.162 -0.02 0.00 -0.01 0.687
O -1.461 2.202 -1.309 0.00 0.00 0.01 -0.649
C -1.968 0.639 0.470 0.02 0.00 0.02 -0.299
C -0.676 0.294 1.242 -0.01 -0.01 0.00 -0.391
C 0.648 0.592 0.536 0.00 0.01 0.00 -0.427
C 0.795 -0.015 -0.871 0.00 0.00 -0.01 -0.224
N -0.081 -1.155 -1.124 -0.01 0.00 0.01 -0.440
C 0.118 -2.385 -0.597 -0.03 0.09 0.13 0.668
O -0.776 -3.219 -0.515 0.00 0.00 0.00 -0.655
C 1.517 -2.752 -0.093 0.04 -0.13 -0.21 -0.014
O 1.438 -3.953 0.629 -0.01 0.17 0.29 -0.715
C 2.482 -2.903 -1.288 0.01 0.01 0.00 0.099
O 3.833 -2.917 -0.858 0.00 0.00 0.00 -0.538
C 4.360 -1.641 -0.593 0.00 0.00 0.00 -0.243
C 2.216 -4.156 -2.133 -0.01 -0.01 0.00 -0.225
C 2.937 -5.399 -1.615 0.00 0.00 0.00 -0.610
C 2.614 -3.887 -3.583 0.00 0.00 0.00 -0.604
C -1.418 -0.832 -1.620 0.00 0.00 0.00 -0.222
C -2.403 -0.449 -0.519 0.00 0.00 -0.01 -0.406
H -3.729 5.728 5.475 0.00 0.00 0.00 0.223
H -4.353 4.447 4.431 0.00 0.00 0.00 0.214
H -2.677 4.390 5.004 0.00 0.00 0.00 0.214
H -3.821 6.508 3.092 0.00 0.00 0.00 0.195
H -2.154 6.452 3.662 0.00 0.00 0.00 0.194
H -2.632 4.615 -0.657 0.00 0.00 0.00 0.238
H -0.964 4.601 -0.149 0.00 0.00 0.00 0.238
H -2.478 2.899 1.588 0.00 -0.01 0.00 0.417
H -2.765 0.701 1.218 0.00 0.00 0.00 0.215
H -0.673 0.842 2.187 0.00 0.00 0.00 0.213
H -0.725 -0.766 1.506 0.00 0.00 0.00 0.214
H 0.786 1.674 0.451 0.00 0.00 0.00 0.214
H 1.451 0.235 1.186 0.00 0.00 0.00 0.209
H 0.535 0.734 -1.615 0.00 0.00 0.00 0.234
H 1.833 -0.290 -1.046 0.00 0.00 0.00 0.208
H 1.886 -1.952 0.560 0.00 0.00 0.00 0.179
H 0.491 -4.131 0.743 0.00 -0.12 -0.20 0.494
H 2.337 -2.030 -1.940 0.00 0.00 0.00 0.169
H 5.402 -1.773 -0.311 0.00 0.00 0.00 0.200
H 4.309 -0.999 -1.482 0.00 0.00 0.00 0.163
H 3.842 -1.136 0.233 0.00 0.00 0.00 0.156
H 1.137 -4.341 -2.094 0.00 0.00 0.00 0.211
H 4.017 -5.276 -1.702 0.00 0.00 0.00 0.209
H 2.698 -5.598 -0.574 0.00 0.00 0.00 0.235
H 2.645 -6.264 -2.214 0.00 0.00 0.00 0.200
H 3.674 -3.628 -3.641 0.00 0.00 0.00 0.205
H 2.454 -4.773 -4.200 0.00 0.00 0.00 0.210
H 2.037 -3.067 -4.015 0.00 0.00 0.00 0.201
H -1.310 -0.018 -2.332 0.00 0.00 0.00 0.224
H -1.802 -1.709 -2.138 0.00 0.00 0.00 0.227
H -2.621 -1.346 0.065 0.00 0.00 0.00 0.224
H -3.337 -0.145 -0.998 0.00 0.00 0.00 0.218
```
Forces are in eV/Å.

---

# 4
The molecule C10H9N3O2 at a distorted geometry, computed with the ωB97M-V functional and the def2-TZVPD basis.

2S+1	1
total charge	0
orbital gap	8.21	eV
strongest force on any atom	0.0935	hartree/bohr
molar mass	203.20	g/mol
SMILES string	NC(=O)C(N)=C=N[C@H]1C=CC=CC1=C=O
energy relative to the best compared isomer or geometry (same formula, charge and spin)	354.90	kJ/mol

```
24
Properties=species:S:1:pos:R:3:forces:R:3:nbo_charge:R:1
N 3.013 -2.408 -1.623 -1.08 2.10 1.42 -0.826
C 2.293 -1.425 -0.939 1.42 -0.84 -0.60 0.662
O 2.793 -0.728 -0.069 -0.92 -0.41 -0.45 -0.609
C 0.879 -1.394 -1.472 1.72 -0.08 -2.35 -0.176
N 0.691 -1.830 -2.851 -1.05 -1.34 1.74 -0.839
C -0.035 -1.026 -0.631 0.59 -0.14 -0.10 0.426
N -0.705 -0.997 0.342 -1.51 -0.10 2.61 -0.384
C -1.345 0.084 1.117 -3.05 -0.91 -3.61 -0.066
C -0.640 0.320 2.380 -0.94 -1.51 -0.29 -0.207
C -0.679 1.542 2.901 1.04 0.54 1.41 -0.192
C -1.325 2.682 2.256 -0.62 -0.34 -0.48 -0.260
C -1.643 2.573 0.953 -0.42 2.27 0.23 -0.153
C -1.477 1.310 0.245 0.79 1.02 -1.12 -0.389
C -1.259 1.254 -1.079 -0.02 0.36 -1.25 0.761
O -1.112 1.226 -2.253 -0.45 0.09 2.53 -0.443
H 2.512 -2.950 -2.246 -0.92 -1.11 -1.46 0.398
H 3.936 -2.648 -1.418 1.33 -0.04 0.61 0.395
H 0.765 -1.114 -3.540 -0.17 0.49 -0.33 0.384
H -0.151 -2.433 -2.951 0.93 1.02 -0.11 0.378
H -2.460 -0.338 1.108 1.99 0.73 1.19 0.217
H -0.371 -0.728 2.640 0.87 1.46 1.19 0.245
H -0.104 1.839 3.787 -0.35 -0.67 -0.02 0.222
H -1.605 3.614 2.795 0.70 -0.90 -0.32 0.227
H -1.971 3.575 0.547 0.12 -1.68 -0.41 0.230
```
Forces are in eV/Å.

---

The highest molar mass belongs to which entry?
C24H14Cl2FN4O12V

---

molar mass of number 1 (C24H14Cl2FN4O12V)?
691.24 g/mol

---

Which of these has the lowest strongest force on any atom?
C18H32N2O6